A single C4H7NO molecule. Source: the OMol25 dataset; level of theory: ωB97M-V with the def2-TZVPD basis set.

```
13
C4H7NO ωB97M-V with the def2-TZVPD basis set
C 0.2437 1.2803 -0.1762
O -0.6570 0.6456 -1.0786
C -1.1905 -0.4785 -0.4042
C -0.0368 -1.0281 0.4134
N 1.3392 -0.9505 -0.0559
C 0.7905 0.1644 0.7003
H -0.2641 2.0557 0.4153
H 1.0221 1.7556 -0.7849
H -1.9619 -0.1699 0.3239
H -1.6529 -1.1378 -1.1433
H -0.2239 -1.8146 1.1382
H 1.4151 -0.7006 -1.0402
H 1.1764 0.3784 1.6922
```

As for the gap between HOMO and LUMO: 10.635 eV. Its LUMO energy is 1.077 eV. The molecular weight comes out at 85.1 g mol⁻¹. The calculation puts the HOMO energy at -0.3513 hartree. Its largest force on an atom is 0.34 eV Å⁻¹. For the energy relative to the best compared isomer or geometry (same formula, charge and spin), the calculation gives 2.1252 eV.


A molecular structure, C37H36INO10P2PbS2. Source: the OMol25 dataset; level of theory: ωB97M-V with the def2-TZVPD basis set.

```
90
C37H36INO10P2PbS2 ωB97M-V with the def2-TZVPD basis set
Pb 0.3144 -0.4611 1.1839
O 2.5808 -0.9627 2.6354
C 3.7815 -0.7822 1.9030
C 3.7067 0.3052 0.8510
C 4.8052 1.1107 0.6014
C 4.7221 2.0867 -0.3778
C 3.5363 2.2417 -1.0695
C 2.4809 1.4066 -0.7530
N 2.5640 0.4478 0.1670
H 2.4731 -0.2133 3.2501
H 3.9858 -1.7384 1.4206
H 4.6109 -0.5676 2.5795
H 5.7047 0.9885 1.1898
H 5.5658 2.7342 -0.5763
H 3.4111 3.0100 -1.8187
H 1.5216 1.5194 -1.2454
O -0.3487 -0.3570 3.5142
S -1.6521 0.3352 3.6271
O -2.2948 0.1632 4.8967
O -2.4701 -0.0063 2.4486
C -1.4023 2.1695 3.3523
C -2.8058 2.6732 3.5940
C -3.1199 3.7608 4.2874
C -2.0849 4.5861 4.8937
C -0.8219 4.1880 4.8663
C -0.3333 2.8700 4.2998
S 1.9980 2.4172 3.0039
O 2.7240 3.2897 2.1306
O 2.7562 1.7937 4.0650
O 1.1877 1.3979 2.3117
H -3.5959 2.0711 3.1705
H -4.1597 4.0364 4.4061
H -2.3535 5.5219 5.3666
H -0.0294 4.7789 5.3077
I -2.8098 -1.4090 -0.2026
C -3.4475 -1.9156 -2.1445
C -4.8057 -1.7884 -2.2748
C -5.4840 -2.2121 -3.4309
C -4.7810 -2.8189 -4.4221
C -3.3772 -2.9720 -4.3238
C -2.7091 -3.6702 -5.3560
C -1.3649 -3.8689 -5.3075
C -0.6335 -3.2931 -4.2571
C -1.2207 -2.5681 -3.2473
P -0.0328 -1.6751 -2.1367
C 1.2826 -1.2490 -3.3394
C 1.0686 -0.0578 -4.0350
C 1.9737 0.3825 -4.9870
C 3.1277 -0.3482 -5.2364
C 3.3577 -1.5261 -4.5420
C 2.4372 -1.9793 -3.6058
C 0.6269 -3.0626 -1.1489
C 1.9083 -3.0346 -0.5967
C 2.3286 -4.0368 0.2675
C 1.4668 -5.0641 0.6203
C 0.1827 -5.0899 0.0949
C -0.2316 -4.1034 -0.7865
C -2.6508 -2.4576 -3.2043
H -5.3803 -1.3801 -1.4543
H -6.5564 -2.0882 -3.4980
H -5.2778 -3.2055 -5.3032
H -3.3006 -4.0567 -6.1770
H -0.8529 -4.4255 -6.0811
H 0.4427 -3.3979 -4.2723
H 0.1779 0.5273 -3.8295
H 1.7847 1.3026 -5.5251
H 3.8451 0.0013 -5.9674
H 4.2535 -2.1032 -4.7333
H 2.6240 -2.9145 -3.0926
H 2.5893 -2.2302 -0.8486
H 3.3353 -4.0132 0.6657
H 1.7934 -5.8400 1.2999
H -0.5003 -5.8837 0.3680
H -1.2329 -4.1458 -1.1972
C -3.7758 2.0643 0.6136
O -2.5276 2.7139 0.8363
P -1.1317 2.1390 1.4246
O -0.2312 3.3881 1.0160
C -0.5468 4.7409 1.3689
O 0.8640 3.3574 3.6117
C 0.0704 2.0133 5.4988
H -4.5583 2.7307 0.9758
H -3.8383 1.1092 1.1285
H -3.9007 1.9093 -0.4585
H -0.9816 5.2383 0.5028
H 0.3859 5.2168 1.6604
H -1.2514 4.7816 2.1989
H 0.5401 1.0818 5.1970
H -0.8135 1.7896 6.0926
H 0.7816 2.5818 6.0976
```

As for the gap between HOMO and LUMO: 7.888 eV. Its LUMO energy is -0.158 eV. The molecular weight comes out at 1114.9 g mol⁻¹. The calculation puts the HOMO energy at -0.2957 hartree. Its largest force on an atom is 0.51 eV Å⁻¹. For the energy relative to the best compared isomer or geometry (same formula, charge and spin), the calculation gives 1.8700 eV.


2 unconnected molecules or ions with the total composition C3H9Cl3OSi2 at a distorted geometry. Source: the OMol25 dataset; level of theory: ωB97M-V with the def2-TZVPD basis set.

```
18
C3H9Cl3OSi2 ωB97M-V with the def2-TZVPD basis set
C -1.1853 -0.8526 1.3517
C -2.9622 1.0039 -0.3287
C 2.4608 -0.9518 -0.2711
O -0.0874 1.1785 -0.6505
Si -1.1831 0.0410 -0.3919
Si 2.5036 0.9932 -0.6623
Cl 3.7284 -1.7485 -1.3590
Cl 2.7700 -1.4274 1.3196
Cl 3.0460 2.0131 0.9044
H -0.6010 -1.8016 1.3327
H -0.3475 -0.1603 1.7278
H -2.0993 -1.1486 1.9342
H -2.7516 1.5961 0.6260
H -2.9975 1.8197 -1.2312
H -3.8993 0.4691 -0.1801
H 1.6216 -1.4369 -0.7360
H -1.1658 -0.9305 -1.5038
H 3.1497 1.3436 -1.8820
```

As for the gap between HOMO and LUMO: 7.439 eV. Its LUMO energy is -1.556 eV. The molecular weight comes out at 223.6 g mol⁻¹. The calculation puts the HOMO energy at -0.3306 hartree. Its largest force on an atom is 4.62 eV Å⁻¹. For the energy relative to the best compared isomer or geometry (same formula, charge and spin), the calculation gives 8.3452 eV.


A molecular structure, C5H6N2O2 at a distorted geometry. Source: the OMol25 dataset; level of theory: ωB97M-V with the def2-TZVPD basis set.

```
15
C5H6N2O2 ωB97M-V with the def2-TZVPD basis set
C -1.3342 0.0519 -0.4311
C 0.8186 -0.8670 -0.4303
C 0.1650 -0.8620 1.0420
C -0.7776 0.3095 0.8643
C 1.3798 0.3206 -0.9444
H 1.3156 -1.6851 -0.9721
H -0.4878 -1.8520 0.9589
H 0.9051 -1.0682 1.8679
H -1.5078 0.5728 1.5333
H -0.9619 2.1603 0.1448
H 2.2021 0.2195 -1.5894
N 0.0731 1.5063 0.5646
N 1.1384 1.5388 -0.6175
O -2.3817 0.5051 -0.9473
O -0.5467 -0.8506 -1.0436
```

As for the gap between HOMO and LUMO: 9.996 eV. Its LUMO energy is 0.298 eV. The molecular weight comes out at 126.1 g mol⁻¹. The calculation puts the HOMO energy at -0.3564 hartree. Its largest force on an atom is 5.88 eV Å⁻¹. For the energy relative to the best compared isomer or geometry (same formula, charge and spin), the calculation gives 4.8304 eV.


2 unconnected molecules or ions with the total composition C2H10Si2 at a distorted geometry. Source: the OMol25 dataset; level of theory: ωB97M-V with the def2-TZVPD basis set.

```
14
C2H10Si2 ωB97M-V with the def2-TZVPD basis set
C -0.1096 -2.4904 0.8663
C 0.1284 1.9914 -1.6548
Si -1.1280 -0.9427 1.3774
Si 1.3071 1.7035 -0.1655
H 0.2290 -2.4559 -0.1907
H 0.5659 -2.7884 1.6761
H -0.8028 -3.3162 0.9487
H -0.0202 3.0459 -2.0393
H 0.4107 1.3376 -2.5610
H -0.8096 1.5347 -1.2190
H -2.1581 -0.4224 0.4174
H -1.8189 -0.9426 2.7479
H 1.9029 2.8886 0.4257
H 2.3030 0.8569 -0.6292
```

As for the gap between HOMO and LUMO (spin up / spin down): 6.879 / 7.149 eV. Its LUMO energy (spin up / spin down) is -0.451 / -0.357 eV. The molecular weight comes out at 90.3 g mol⁻¹. The calculation puts the HOMO energy (spin up / spin down) at -0.2694 / -0.2759 hartree. Its largest force on an atom is 2.16 eV Å⁻¹. For the energy relative to the best compared isomer or geometry (same formula, charge and spin), the calculation gives 3.0528 eV.


A molecular structure, C6H13NO2 at a distorted geometry. Source: the OMol25 dataset; level of theory: ωB97M-V with the def2-TZVPD basis set.

```
22
C6H13NO2 ωB97M-V with the def2-TZVPD basis set
C -2.4596 0.1595 -1.3181
C -1.3077 -0.4154 -0.4338
C -1.7070 -0.6381 1.0575
C -0.0273 0.4041 -0.5984
C 1.1826 -0.1823 0.1868
C 2.5493 0.2949 -0.3542
H -2.6440 1.0146 -0.7898
H -3.5544 -0.4577 -1.3867
H -1.8120 0.6078 -2.4059
H -0.8807 -1.7371 -0.5867
H -1.8173 0.6292 1.2846
H -2.7973 -0.8083 1.0724
H -0.8988 -1.3663 1.5669
H -0.0771 1.5055 -0.2235
H 0.3804 0.3578 -1.5471
H 0.9932 -1.3522 0.1720
H 2.1583 -0.1597 2.2380
H 0.8402 1.1146 1.9026
H 4.5293 -0.0929 -0.3082
N 1.1732 0.1376 1.6310
O 3.5358 -0.4631 -0.2373
O 2.6412 1.4477 -0.9222
```

As for the gap between HOMO and LUMO: 9.474 eV. Its LUMO energy is 0.405 eV. The molecular weight comes out at 131.2 g mol⁻¹. The calculation puts the HOMO energy at -0.3333 hartree. Its largest force on an atom is 8.25 eV Å⁻¹. For the energy relative to the best compared isomer or geometry (same formula, charge and spin), the calculation gives 5.8328 eV.